[1]
C42H48N5O7 | ωB97M-V with the def2-TZVPD basis set

## Properties
* HOMO level: -11.367 eV
* 2S+1: 1
* electronic energy: -66109.5762 eV
* lowest unoccupied orbital energy: -2.7 eV
* orbital gap: 8.71 eV
* net charge: +1

Structure (XYZ):
```
102
Properties=species:S:1:pos:R:3:forces:R:3
C -3.291 -6.564 1.661 -0.4 -0.4 -0.1
C -3.828 -6.094 0.326 0.5 -0.1 0.0
N -3.577 -4.663 0.061 -0.7 -0.1 -0.1
C -3.975 -4.250 -1.276 0.1 0.0 -0.6
C -2.794 -3.696 -2.087 -0.1 0.2 0.1
C -1.753 -3.017 -1.192 0.7 -1.7 -0.3
C -0.602 -4.049 -1.018 -0.1 0.3 0.4
N 0.348 -3.698 0.021 -0.6 0.1 -0.6
C -0.055 -4.208 1.323 0.8 -0.2 0.4
N 1.128 -4.393 2.173 -0.5 0.3 0.1
C 0.545 -2.239 0.046 0.2 -0.8 0.6
C 0.252 -1.539 -1.274 1.5 -0.1 1.0
O 0.427 -0.172 -1.113 -0.5 0.6 -0.2
N -1.112 -1.838 -1.848 -0.1 0.7 -0.3
C -1.987 -0.640 -2.005 -0.8 0.2 0.3
C -2.583 -0.067 -0.700 -0.6 0.4 0.2
O -1.915 -0.442 0.480 0.4 -0.6 -0.1
C -4.087 -0.331 -0.635 -0.1 0.5 0.1
N -4.657 0.228 0.588 0.2 -0.5 -0.2
C -4.137 -3.835 1.091 -1.6 -0.8 -1.5
C -5.612 -3.493 1.154 -0.1 0.3 -0.5
O -3.438 -3.437 1.943 2.1 1.2 2.3
H -3.607 -7.596 1.786 0.0 -0.2 0.1
H -2.210 -6.572 1.684 0.2 0.3 0.1
H -3.690 -6.010 2.504 0.1 0.2 0.2
H -4.883 -6.349 0.206 -0.2 0.1 0.1
H -3.288 -6.654 -0.433 0.0 0.0 -0.3
H -4.393 -5.084 -1.833 -0.1 -0.2 0.0
H -4.759 -3.498 -1.276 -0.1 0.1 0.3
H -3.182 -3.063 -2.884 0.0 0.2 0.0
H -2.297 -4.522 -2.589 0.1 -0.1 -0.2
H -2.106 -2.800 -0.193 -0.1 0.6 -0.1
H -0.081 -4.186 -1.972 -0.1 0.1 -0.2
H -1.072 -4.996 -0.785 0.0 -0.2 0.1
H -0.517 -5.182 1.196 -0.1 -0.1 -0.3
H -0.796 -3.563 1.817 0.0 0.1 -0.1
H 1.941 -3.939 1.778 0.0 0.0 0.1
H 0.936 -4.009 3.089 0.3 0.0 0.0
H 1.598 -2.042 0.239 0.2 0.2 0.0
H -0.006 -1.824 0.891 -0.2 0.4 -0.3
H 0.998 -1.885 -1.987 -0.2 -0.4 -0.4
H 1.361 0.070 -1.181 -0.1 -0.2 -0.1
H -0.920 -2.166 -2.796 -0.1 0.1 0.0
H -2.819 -0.944 -2.632 -0.1 -0.3 -0.1
H -1.503 0.147 -2.561 0.7 -0.1 0.0
H -2.502 1.015 -0.771 0.2 0.2 0.0
H -2.518 -0.872 1.099 0.0 0.2 -0.1
H -4.514 0.247 -1.450 -0.1 -0.2 -0.3
H -4.334 -1.387 -0.802 0.1 -0.1 0.0
H -4.654 -0.474 1.319 -0.2 0.2 0.2
H -5.614 0.505 0.413 0.0 0.0 0.2
H -6.163 -4.214 1.750 0.1 -0.3 0.0
H -6.094 -3.378 0.190 -0.1 -0.3 -0.1
H -5.692 -2.538 1.655 0.0 0.1 0.3
C -0.469 2.821 0.312 0.0 0.0 0.1
C -0.731 3.534 1.478 0.0 0.0 -0.1
C -1.143 4.853 1.405 0.0 -0.1 0.1
C -1.288 5.469 0.166 0.0 -0.1 -0.1
C -1.005 4.759 -1.001 -0.1 0.1 0.1
C -0.605 3.431 -0.922 0.1 -0.2 0.1
C -1.108 5.410 -2.337 0.0 -0.1 -0.3
O -0.867 4.782 -3.349 0.0 0.0 0.1
C -1.506 6.840 -2.397 0.0 0.0 0.1
C -1.555 7.483 -3.627 0.0 0.1 -0.1
C -1.937 8.812 -3.699 0.0 0.0 0.1
C -2.279 9.503 -2.541 0.0 0.0 -0.1
C -2.228 8.870 -1.311 0.0 0.2 0.0
C -1.833 7.541 -1.232 0.0 -0.1 -0.1
C -1.751 6.884 0.101 -0.1 0.2 0.2
O -2.047 7.483 1.113 0.0 -0.1 0.0
H -0.155 1.785 0.367 -0.1 0.0 0.0
H -0.614 3.058 2.443 0.0 0.0 0.0
H -1.352 5.410 2.309 0.0 0.1 -0.1
H -0.396 2.879 -1.830 0.0 0.1 -0.1
H -1.292 6.944 -4.528 0.0 -0.1 0.1
H -1.970 9.312 -4.657 0.0 0.0 0.0
H -2.584 10.540 -2.600 0.0 0.0 0.0
H -2.490 9.408 -0.410 0.0 -0.1 0.1
C 9.390 -1.735 2.355 0.0 0.1 0.0
C 10.073 -0.549 2.102 -0.1 -0.1 0.0
C 9.378 0.590 1.734 0.2 0.0 0.0
C 7.996 0.547 1.606 -0.1 -0.1 0.0
C 7.311 -0.650 1.837 0.0 0.1 0.0
C 8.013 -1.786 2.222 0.1 -0.1 0.0
C 5.838 -0.729 1.660 -0.1 -0.3 0.1
O 5.234 -1.764 1.862 0.0 0.1 -0.1
C 5.112 0.494 1.217 0.2 0.1 0.0
C 3.744 0.426 0.995 -0.3 0.0 -0.1
C 3.051 1.553 0.595 0.0 0.0 -0.1
C 3.717 2.763 0.422 0.0 0.0 0.0
C 5.082 2.836 0.639 -0.1 0.1 0.0
C 5.785 1.700 1.029 -0.1 -0.1 0.0
C 7.261 1.785 1.226 0.3 0.3 0.0
O 7.844 2.837 1.075 -0.1 0.0 0.0
H 9.935 -2.621 2.651 0.0 0.0 0.0
H 11.151 -0.516 2.196 0.0 0.0 0.0
H 9.908 1.513 1.543 -0.1 0.1 0.0
H 7.481 -2.708 2.413 -0.1 0.1 0.0
H 3.225 -0.513 1.134 0.1 0.0 0.1
H 1.982 1.495 0.421 0.0 0.1 0.1
H 3.170 3.646 0.116 0.0 0.0 0.0
H 5.606 3.772 0.503 0.1 -0.1 0.0
```
Positions in Å, forces in eV/Å.

***

[2]
C39H51BrCl2LaN6O5P2Te | ωB97M-V with the def2-TZVPD basis set

## Properties
* HOMO level: -4.903 eV
* 2S+1: 1
* electronic energy: -182276.4013 eV
* lowest unoccupied orbital energy: 2.0 eV
* orbital gap: 6.92 eV
* ΔE to the lowest compared entry with this formula, charge and spin: 1.329 eV
* net charge: -1

Structure (XYZ):
```
108
Properties=species:S:1:pos:R:3:forces:R:3
La -15.771 -10.793 9.796 -0.4 0.6 -0.5
Cl -18.259 -14.253 4.001 0.3 0.0 -0.4
C -17.919 -13.954 5.671 -1.3 -0.3 0.0
C -16.714 -13.466 6.085 1.6 0.3 -1.4
C -16.496 -13.087 7.394 0.0 0.2 -0.4
N -15.359 -12.362 7.756 0.6 -0.2 0.9
C -14.165 -12.626 7.208 0.0 0.6 1.0
O -13.843 -13.294 6.232 -0.3 -0.5 -0.5
C -12.978 -11.981 7.969 -1.3 0.0 -0.8
C -11.774 -12.023 7.283 0.7 0.5 1.9
C -10.666 -11.533 7.963 1.1 0.9 -1.0
C -10.827 -10.883 9.180 -0.8 -0.7 0.3
C -12.094 -10.854 9.755 -0.1 -0.5 -0.8
N -13.186 -11.398 9.163 1.2 0.3 -0.1
C -17.509 -13.308 8.341 -0.5 -0.2 -0.3
C -18.736 -13.869 7.936 1.0 0.6 -0.1
C -18.964 -14.116 6.578 0.7 0.1 1.3
Cl -20.546 -14.585 6.135 -0.6 -0.3 -0.4
N -17.260 -12.826 9.624 0.0 0.0 1.4
C -17.562 -13.573 10.697 0.1 -0.6 0.0
O -18.116 -14.676 10.759 -0.3 0.1 -0.3
C -17.052 -13.063 12.042 -1.6 -1.1 0.0
C -17.698 -13.461 13.219 0.0 -0.5 -0.8
C -17.215 -13.066 14.440 -0.7 -0.4 -1.1
C -16.107 -12.298 14.450 1.4 1.8 0.0
C -15.532 -11.909 13.231 0.9 0.2 1.6
N -15.988 -12.318 12.048 1.4 1.5 0.4
H -15.887 -13.265 5.360 -1.0 -0.4 0.7
H -11.723 -12.474 6.327 -0.1 -0.4 -0.7
H -9.663 -11.502 7.466 -0.9 -0.3 0.5
H -10.025 -10.475 9.763 0.4 0.2 -0.1
H -12.192 -10.370 10.708 -0.4 0.1 0.3
H -19.480 -14.009 8.709 -0.2 -0.1 -0.3
H -18.520 -14.140 13.129 -0.4 -0.1 -0.1
H -17.694 -13.301 15.341 -0.7 -0.5 1.1
H -15.783 -11.898 15.419 0.4 -0.1 -0.6
H -14.654 -11.244 13.295 -0.5 -0.4 -0.6
C -12.864 -8.160 7.580 -1.1 1.8 0.2
C -12.938 -7.397 8.912 1.2 -0.8 0.8
O -13.759 -8.162 9.783 -0.5 -0.7 0.0
P -13.871 -8.164 11.365 0.3 0.0 0.5
O -14.632 -9.418 11.707 -0.5 -0.1 -0.5
Te -11.813 -8.008 12.386 0.8 0.3 0.5
O -14.764 -6.857 11.605 -0.6 0.1 -0.2
C -14.988 -6.167 12.839 0.3 -1.2 0.3
C -15.372 -4.759 12.523 0.3 0.2 -0.3
H -12.536 -7.377 6.893 0.3 -0.5 -0.5
H -13.857 -8.499 7.224 0.3 0.3 0.4
H -12.230 -9.020 7.606 0.7 -0.3 0.1
H -13.329 -6.408 8.931 -0.8 0.9 -0.9
H -11.931 -7.198 9.383 -0.6 -0.9 -0.4
H -14.095 -6.268 13.454 0.4 0.4 -0.1
H -15.738 -6.692 13.452 -0.2 0.1 -0.4
H -15.272 -4.177 13.428 0.1 0.4 0.1
H -16.393 -4.690 12.187 -0.5 0.0 -0.2
H -14.743 -4.374 11.708 0.0 0.0 0.5
Br -21.868 -10.636 12.907 0.3 0.2 -0.2
C -20.177 -9.844 12.553 0.7 0.9 0.2
C -19.853 -8.573 13.094 0.0 -2.0 -0.4
C -18.559 -8.120 12.979 0.2 1.5 -0.1
C -17.655 -8.832 12.202 0.6 -0.2 0.4
N -17.981 -9.994 11.633 0.2 0.3 0.0
C -19.210 -10.502 11.806 0.3 0.3 -0.1
H -20.607 -8.069 13.635 -0.6 0.6 0.5
H -18.264 -7.127 13.405 -0.3 -1.1 -0.4
H -16.600 -8.498 12.115 -1.0 -0.3 -0.2
H -19.361 -11.433 11.276 -0.4 -0.1 0.2
C -20.341 -8.078 9.096 -0.8 0.6 -1.4
C -19.896 -8.863 7.843 -0.1 -0.3 0.6
C -20.022 -10.286 8.345 0.2 -1.2 0.6
C -20.955 -8.694 6.741 0.3 0.0 -0.6
P -18.024 -8.563 7.531 0.2 -0.8 0.3
N -17.032 -9.230 8.542 -0.6 0.3 0.1
C -17.670 -9.269 5.860 0.1 1.2 -1.0
C -18.216 -8.476 4.661 1.8 -1.4 -1.5
C -18.210 -10.647 5.720 -0.7 -1.5 0.4
C -16.138 -9.457 5.646 -0.1 1.7 1.4
C -17.841 -6.713 7.447 0.8 1.1 -1.3
C -16.460 -6.410 6.751 -0.7 1.3 1.3
C -18.872 -5.825 6.701 -0.6 -1.5 -0.7
C -17.673 -6.168 8.842 0.8 -0.9 1.0
H -21.355 -8.365 9.367 -0.2 -0.2 0.0
H -20.352 -7.010 8.972 -0.1 0.6 -0.3
H -19.719 -8.268 9.912 1.2 -0.5 1.4
H -21.040 -10.410 8.744 0.2 -0.1 0.0
H -19.296 -10.466 9.154 -0.3 0.1 -0.2
H -19.853 -11.094 7.633 -0.1 0.2 -0.2
H -21.925 -9.053 7.112 0.2 -0.2 0.0
H -20.709 -9.226 5.797 -0.2 0.2 0.7
H -21.145 -7.661 6.492 0.2 0.5 -0.2
H -19.241 -8.266 4.569 -1.4 0.6 0.6
H -18.050 -9.098 3.740 0.0 0.0 0.7
H -17.588 -7.645 4.432 0.1 1.1 0.1
H -19.295 -10.759 5.622 0.1 0.4 -0.3
H -17.967 -11.259 6.579 0.3 -0.1 0.2
H -17.722 -11.098 4.856 -0.2 -0.2 -0.1
H -15.525 -8.534 5.682 -0.6 -0.3 0.1
H -16.004 -9.832 4.680 0.2 -0.9 -1.6
H -15.732 -10.125 6.390 0.0 -0.4 0.1
H -16.492 -6.530 5.712 -0.1 -0.7 -1.5
H -15.623 -6.951 7.178 0.0 0.0 0.2
H -16.306 -5.308 6.841 0.1 -0.6 0.3
H -19.068 -6.179 5.668 0.3 0.2 0.5
H -18.489 -4.819 6.620 0.1 0.4 0.2
H -19.858 -5.821 7.173 0.2 0.1 0.2
H -16.947 -6.888 9.336 -1.0 0.9 0.1
H -18.624 -6.027 9.368 0.4 -0.3 0.1
H -17.197 -5.198 8.780 0.1 0.3 0.0
```
Positions in Å, forces in eV/Å.

***

[3]
C19H13Co2N2O6 | ωB97M-V with the def2-TZVPD basis set

## Properties
* HOMO level: -3.174 eV
* 2S+1: 1
* electronic energy: -110430.5263 eV
* lowest unoccupied orbital energy: 2.6 eV
* orbital gap: 5.74 eV
* ΔE to the lowest compared entry with this formula, charge and spin: 0.000 eV
* net charge: -1

Structure (XYZ):
```
42
Properties=species:S:1:pos:R:3:forces:R:3
O 0.870 -2.572 2.243 -0.5 0.5 -0.1
C 0.300 -1.871 1.520 0.5 -0.8 -0.4
Co -0.342 -0.771 0.332 0.8 -0.7 -1.0
C -2.050 -1.290 0.120 -0.6 -2.2 0.6
O -3.094 -1.796 0.056 1.1 0.8 -0.1
C 0.126 0.801 0.939 0.9 1.8 1.2
O 0.529 1.795 1.398 -0.3 -1.0 -0.4
C 1.152 -1.042 -0.875 1.9 -2.3 1.3
C 2.564 -0.822 -0.482 0.2 0.1 -0.8
C 3.039 0.424 -0.027 0.2 -0.4 0.0
C 4.330 0.540 0.485 -0.1 -0.5 -0.1
C 5.189 -0.572 0.515 -0.2 -0.1 -0.3
C 4.763 -1.779 -0.064 -0.1 0.2 0.0
C 3.472 -1.896 -0.576 -0.1 0.3 0.5
C 0.685 -2.073 -1.747 2.4 -2.7 2.3
C 0.726 -3.395 -1.940 0.0 0.3 -0.6
Co -0.016 -0.521 -2.131 -3.2 3.2 -3.3
C -0.195 1.197 -1.789 -0.1 2.3 0.1
O -0.269 2.345 -1.668 0.1 -1.5 0.0
C -1.615 -1.111 -2.638 -1.8 -0.1 -1.5
O -2.548 -1.423 -3.246 1.1 0.1 1.2
C 0.546 -0.479 -3.826 1.2 -0.3 -1.0
O 0.904 -0.585 -4.920 -0.7 0.2 1.5
H 2.390 1.297 -0.050 0.2 -0.3 0.0
H 4.647 1.506 0.865 0.1 -0.1 0.0
H 6.182 -0.498 0.968 -0.3 0.0 -0.2
H 5.406 -2.660 -0.130 0.0 0.4 0.2
H 3.121 -2.839 -1.003 0.2 0.4 0.2
H 0.152 -3.813 -2.774 0.2 -0.2 0.4
H 1.344 -4.055 -1.313 -0.4 0.2 -0.3
C -3.689 3.584 2.937 0.1 -0.1 -0.1
N -3.511 2.485 2.002 -0.2 -0.3 -0.1
C -2.355 1.759 1.891 -1.4 0.1 -0.9
N -2.447 0.883 0.903 -1.7 1.6 1.0
C -3.717 0.994 0.384 0.0 1.5 1.2
C -4.399 1.998 1.050 0.8 -0.5 -0.3
H -4.730 3.915 2.912 0.2 0.0 0.1
H -3.419 3.244 3.944 -0.2 0.1 -0.2
H -3.020 4.415 2.671 -0.3 -0.1 0.0
H -1.536 1.960 2.572 0.0 -0.2 -0.4
H -4.084 0.360 -0.403 0.1 0.0 -0.1
H -5.404 2.358 0.895 0.1 0.2 0.2
```
Positions in Å, forces in eV/Å.